1.
21
Properties=species:S:1:pos:R:3:forces:R:3 method="wB97M-V/def2-TZVPD" lumo_energy_ev=-8.0 total_charge=+1 homo_energy_ev=-11.89
C -0.073 1.039 -0.316 0.8715 -0.6012 -1.6708
O 0.216 0.658 -1.725 0.7487 -0.1281 2.1082
C 0.824 0.423 0.705 -3.0062 -2.2442 1.0069
C 0.635 -1.016 1.058 -0.5034 0.7124 -0.0257
C 0.078 -1.311 2.543 -0.4835 0.3943 0.5407
C -1.309 -0.649 2.780 0.7099 2.1539 -1.4471
N 0.323 0.912 -4.948 0.0548 -0.2369 -0.1289
H -1.106 0.702 -0.182 0.0855 -0.2663 0.5679
H -0.033 2.083 -0.169 0.0155 1.3573 -0.4097
H 1.123 0.288 -1.738 -0.5963 0.2927 -0.5076
H 1.315 1.094 1.400 0.7362 -0.0262 -0.1129
H -0.102 -1.488 0.413 0.0689 0.2800 -0.5000
H 1.568 -1.538 0.876 0.6843 -0.2948 0.4038
H -0.148 -2.362 2.631 0.6867 -0.6367 -0.4919
H 0.804 -1.092 3.343 -0.2295 0.2598 -0.5260
H -1.523 -0.377 3.805 0.1499 -0.3876 0.3416
H -1.239 0.348 2.256 -0.5055 -0.6285 0.5931
H -2.191 -1.137 2.345 0.5528 -0.2522 0.1009
H 0.014 1.295 -4.034 0.1413 -0.1463 -1.6574
H 1.187 1.307 -5.323 -0.5913 0.0388 0.5172
H -0.361 0.822 -5.720 0.4095 0.3598 1.2978



2.
25
Properties=species:S:1:pos:R:3:forces:R:3 method="wB97M-V/def2-TZVPD" s2=2.03 lumo_energy_ev="0.0 / -2.2" total_charge=0 homo_energy_ev="-6.96 / -10.19" multiplicity=3
C 3.097 0.774 -0.698 2.3282 -1.6072 -0.9872
C 2.805 1.224 0.538 -0.0087 2.3902 1.6848
C 2.073 -0.031 -1.220 -2.7295 0.0090 1.1430
C 0.818 0.073 -0.150 2.0219 -0.8648 -1.4521
C 1.367 1.022 0.845 0.7550 -0.3025 -2.9251
C -1.323 0.001 1.117 -2.2559 1.6862 1.0554
C -0.669 -1.816 -0.447 -1.1821 -0.3043 2.0523
C -1.149 0.544 -1.410 2.2545 0.9619 0.2546
C -0.676 -0.313 -0.242 3.2669 0.3923 0.3816
N 2.146 -0.752 -2.430 0.2830 -0.0872 -0.7045
O 3.256 -0.705 -3.013 -0.9318 -0.1708 0.4096
O 1.153 -1.377 -2.897 1.2521 1.0633 1.0096
H 4.141 0.785 -1.099 -1.3100 0.2505 -0.0306
H 3.398 1.992 1.172 -0.6879 -1.7889 -1.2522
H 1.068 0.800 1.771 -0.4724 -1.0841 3.9583
H 0.877 1.926 0.660 -0.8717 2.2455 -0.2331
H -0.990 1.011 1.621 -0.7589 -1.8275 -1.2221
H -2.506 0.099 0.953 2.5073 -0.2709 0.4381
H -1.172 -0.787 1.912 -0.0189 0.6588 -1.0960
H -1.672 -2.244 -0.186 0.7282 0.2628 -0.1524
H 0.078 -2.157 0.340 -0.8441 -0.3708 -1.4313
H -0.479 -2.033 -1.466 0.7407 -0.6113 -0.6564
H -2.166 0.417 -1.342 -2.7722 -0.2491 -1.1344
H -0.598 0.285 -2.403 -1.3541 0.5258 1.8464
H -0.994 1.610 -1.052 0.0604 -0.9065 -0.9563



3.
11
Properties=species:S:1:pos:R:3:forces:R:3 method="wB97M-V/def2-TZVPD" lumo_energy_ev="0.7 / 0.7" total_charge=0 homo_energy_ev="-7.57 / -7.57"
N -1.710 -0.073 0.913 -0.0060 0.0593 0.1391
C -0.447 0.091 0.323 0.1115 0.0609 -0.0286
C 0.072 -0.838 -0.662 0.2249 0.2189 -0.0452
N 1.232 -0.589 -1.159 -0.4046 -0.1149 0.1305
C 1.234 1.620 -0.217 -0.2760 -0.3311 0.3594
N 0.285 1.147 0.467 0.2524 -0.0049 -0.4180
H -1.958 0.737 1.467 -0.0270 -0.1025 -0.0581
H -1.786 -0.909 1.480 0.0206 0.0566 -0.0357
H -0.575 -1.661 -0.977 0.1134 0.0913 0.0208
H 1.447 -1.224 -1.927 0.0843 0.1520 0.0820
H 2.206 1.699 0.293 -0.0934 -0.0857 -0.1461



4.
20
Properties=species:S:1:pos:R:3:forces:R:3 method="wB97M-V/def2-TZVPD" lumo_energy_ev=-4.3 total_charge=+1 homo_energy_ev=-12.65 smiles="C#[PH]C1=CS[C@@H](I)[N@@H+]1CP=C"
C -0.725 1.722 2.057 1.0115 0.4198 -0.1613
C -0.169 1.368 0.899 0.5675 0.7015 -2.7935
C -0.406 -3.672 0.296 0.9063 0.0292 0.0107
C 1.384 2.377 -1.805 -1.4270 -0.7132 2.8803
C -1.824 -0.390 1.132 -1.1487 -1.4594 -0.6497
C 0.203 -0.924 0.019 2.3310 -1.7625 -0.5650
N -0.738 0.158 0.209 -2.8637 2.5668 -0.1107
P 0.922 2.529 -0.176 0.3116 -0.4989 -0.0812
P -0.537 -2.555 -0.929 0.6830 0.6984 1.2287
S -1.899 0.557 2.659 0.3669 0.4207 0.1046
I -3.768 -0.325 -0.012 1.1265 -0.0542 0.6587
H -0.352 2.682 2.543 -0.9967 -1.5710 -0.2466
H -0.401 -4.744 0.167 -0.7625 -0.1737 -0.7553
H -0.042 -3.540 1.304 0.0338 0.7767 0.2383
H 2.083 3.118 -2.186 0.0452 0.1954 0.2383
H -1.608 -1.515 1.268 -0.5404 1.9899 0.0398
H 1.076 -0.607 -0.592 -0.8274 0.1420 -0.1128
H 0.722 -1.061 1.025 -1.1059 -0.3448 -0.9751
H -1.306 0.608 -0.669 1.9580 -1.7993 1.8292
H 1.365 3.123 1.049 0.3311 0.4366 -0.7772



5.
49
Properties=species:S:1:pos:R:3:forces:R:3 method="wB97M-V/def2-TZVPD" lumo_energy_ev=2.2 total_charge=-1 homo_energy_ev=-3.10
F 11.759 21.523 -21.837 -0.0454 -0.0140 -0.0375
C 20.173 25.962 -24.411 1.4743 -1.3423 0.9954
O 18.954 26.512 -24.735 0.4302 1.2026 -1.6218
C 17.900 26.251 -24.038 -2.4981 -0.0463 3.0251
O 17.806 25.577 -23.011 0.4379 0.8547 -2.0697
O 16.908 27.010 -24.562 -0.7920 -0.3893 -0.1244
C 15.599 26.967 -23.891 1.1840 0.0317 0.5699
H 20.227 24.960 -24.837 0.2883 0.0084 -0.1069
H 20.323 25.852 -23.337 -0.3459 0.0090 0.1382
H 20.999 26.587 -24.750 -0.3900 0.0823 -0.4436
H 15.646 27.707 -23.093 0.0154 -0.2101 0.2403
H 15.468 25.966 -23.478 -0.3029 0.1905 -0.0827
H 14.787 27.299 -24.537 0.5062 -0.4017 -0.5104
C 17.046 19.189 -25.625 -0.2785 2.0455 1.2559
O 18.402 18.931 -25.985 0.2830 -1.6381 -1.9923
C 19.437 18.867 -25.175 -0.9101 1.8990 4.1682
O 19.359 19.309 -23.991 1.1824 -1.9160 -3.6457
O 20.510 18.344 -25.822 -0.6745 0.2898 0.6030
C 21.712 18.040 -25.085 0.2832 0.2265 -0.0302
H 16.996 20.270 -25.488 -0.1327 0.1136 0.2648
H 16.686 18.767 -24.687 0.5866 -0.4081 -0.0415
H 16.297 19.014 -26.397 0.8719 -0.7308 -0.4681
H 22.532 18.708 -25.346 -0.3580 0.5064 -0.1682
H 22.075 17.072 -25.430 -0.4868 -0.1994 0.2345
H 21.591 18.096 -24.003 -0.3653 -0.1772 -0.1605
C 11.088 17.655 -17.476 0.3361 0.4019 -0.9921
O 11.231 17.550 -16.072 1.4433 1.3066 1.8466
C 12.326 18.047 -15.354 1.4694 -1.7809 -1.7404
O 13.471 18.280 -15.797 -4.0372 -0.1366 1.6253
O 11.935 17.938 -14.046 0.0205 -0.5838 -1.6211
C 12.806 18.462 -13.073 1.3346 0.5194 -0.4820
H 10.180 18.202 -17.729 -0.2693 -0.2497 0.4111
H 11.045 16.646 -17.885 0.0090 0.0904 0.0043
H 11.850 18.233 -18.000 0.5018 -0.2133 0.4249
H 13.860 18.272 -13.276 0.0689 0.1036 -0.7586
H 12.735 17.950 -12.113 -1.1661 0.4471 0.0026
H 12.627 19.532 -13.177 0.3101 0.1237 1.2557
C 8.651 26.248 -31.470 0.8098 1.1639 -0.7566
O 8.468 25.866 -30.160 0.1222 -2.0507 2.8482
C 9.473 25.270 -29.443 2.6593 -0.6935 -1.4827
O 10.659 25.103 -29.848 -4.2557 0.6728 1.4583
O 8.933 24.876 -28.278 -0.3226 0.3201 -1.0742
C 9.643 24.110 -27.330 2.2950 0.3293 1.3845
H 7.672 26.586 -31.809 0.1809 0.1266 -0.0403
H 9.024 25.491 -32.160 0.1097 -0.2462 0.3287
H 9.364 27.068 -31.380 0.0227 0.2410 -0.9925
H 9.955 24.722 -26.483 -0.8435 0.5633 0.2271
H 10.667 23.856 -27.603 -0.3275 -0.5799 -1.0791
H 9.125 23.258 -26.890 -0.4346 0.1382 -0.7893



6.
44
Properties=species:S:1:pos:R:3:forces:R:3 method="wB97M-V/def2-TZVPD" lumo_energy_ev=0.6 total_charge=0 homo_energy_ev=-8.52 smiles="Cc1cc(OCCCC(=O)NCCc2ccccn2)ccc1Cl"
C 3.597 1.158 3.477 -0.0001 0.0006 -0.0196
C 2.391 1.745 2.817 -0.0776 0.0562 0.0531
C 2.057 1.425 1.514 -0.1965 0.0706 -0.1323
C 0.932 1.962 0.885 0.1277 -0.0363 0.1761
C 0.128 2.853 1.585 -0.0731 -0.0543 -0.3110
C 0.450 3.186 2.890 0.1606 -0.0738 0.1126
C 1.561 2.635 3.498 -0.1418 0.0282 -0.1944
Cl 1.926 3.068 5.136 0.0279 0.0680 0.2050
H -0.172 3.878 3.436 -0.0371 0.0534 0.0656
H -0.740 3.304 1.133 -0.0959 0.0104 -0.0789
O 0.738 1.557 -0.399 0.3262 0.0270 0.2371
C -0.444 1.914 -1.088 -0.3999 -0.1234 -0.1507
C -1.678 1.154 -0.583 0.1442 0.1758 0.0379
H -1.353 0.162 -0.257 -0.0043 0.0534 0.0397
H -2.112 1.658 0.283 0.0109 -0.0739 0.0114
C -2.736 1.022 -1.683 0.2047 0.0462 -0.0425
C -2.198 0.145 -2.806 -0.5252 0.1752 0.4523
O -1.773 0.590 -3.851 0.2760 0.1833 -0.3719
N -2.225 -1.176 -2.519 -0.0684 -0.4046 0.1493
H -2.494 -1.467 -1.592 -0.0464 0.1253 -0.0279
C -1.520 -2.155 -3.315 0.2741 0.0090 -0.1794
H -2.024 -3.117 -3.208 0.0380 0.0743 -0.0639
C -0.055 -2.286 -2.868 -0.2583 -0.0123 -0.0684
C 0.025 -2.593 -1.400 0.2814 0.2601 0.0238
N -0.582 -3.703 -0.993 -0.1905 -0.1708 -0.4357
C -0.565 -4.005 0.292 -0.0090 -0.0652 0.3596
C 0.044 -3.215 1.255 0.0394 0.0754 -0.0340
C 0.671 -2.051 0.839 -0.0529 -0.0832 -0.0124
C 0.667 -1.735 -0.510 -0.0231 -0.1463 -0.0054
H 1.141 -0.834 -0.866 0.0225 0.0820 -0.0462
H 1.149 -1.395 1.552 0.0380 0.0514 0.0552
H 0.025 -3.500 2.295 -0.0161 -0.0464 0.0811
H -1.073 -4.924 0.559 -0.0078 -0.0560 0.1248
H 0.473 -1.356 -3.081 0.0263 -0.0054 -0.0568
H 0.407 -3.094 -3.436 0.0828 0.0096 -0.0231
H -1.560 -1.823 -4.354 -0.0422 -0.1339 0.0830
H -2.969 2.005 -2.092 -0.0717 -0.0756 -0.0786
H -3.646 0.583 -1.272 -0.0326 0.0414 -0.0109
H -0.606 2.997 -1.055 0.0375 -0.0436 -0.0336
H -0.243 1.633 -2.125 -0.0329 0.1227 0.1051
H 2.679 0.748 0.947 0.1020 -0.0994 -0.0731
H 3.308 0.612 4.374 0.0594 -0.0342 0.0585
H 4.280 1.950 3.783 0.0792 -0.0127 0.0554
H 4.118 0.484 2.803 0.0444 -0.0483 -0.0360



Relative energy (zero: lowest compared OMol25 entry of this formula, charge and spin), record by record: 5.024, 3.272, 3.128, 4.520, 3.020, 0.130 eV